1.
{"formula": "C40H34F3N", "method": "ωB97M-V with the def2-TZVPD basis set", "symbols": ["F", "C", "F", "F", "C", "C", "C", "C", "C", "C", "H", "H", "C", "H", "C", "C", "N", "C", "C", "C", "C", "C", "C", "C", "H", "H", "C", "C", "C", "C", "C", "C", "H", "H", "H", "H", "H", "H", "H", "H", "H", "C", "C", "C", "C", "C", "C", "C", "H", "H", "H", "H", "H", "C", "C", "H", "H", "C", "C", "C", "C", "C", "C", "C", "H", "H", "H", "H", "H", "C", "H", "H", "H", "H", "H", "H", "H", "H"], "xyz": [[7.798, 1.772, 0.239], [7.029, 1.888, 1.333], [7.601, 1.127, 2.281], [7.169, 3.164, 1.752], [5.594, 1.529, 1.087], [4.795, 1.142, 2.156], [3.466, 0.842, 1.935], [2.911, 0.924, 0.659], [3.724, 1.313, -0.397], [5.057, 1.620, -0.188], [5.680, 1.925, -1.015], [3.320, 1.392, -1.392], [1.463, 0.562, 0.501], [0.887, 1.167, 1.208], [1.211, -0.946, 0.742], [0.322, -1.483, 1.852], [-0.314, -2.658, 1.251], [-1.616, -3.011, 1.793], [-2.659, -1.941, 1.583], [-3.394, -1.868, 0.405], [-4.225, -0.795, 0.150], [-4.361, 0.236, 1.077], [-3.669, 0.139, 2.281], [-2.831, -0.932, 2.527], [-2.312, -0.993, 3.474], [-3.772, 0.922, 3.019], [-5.219, 1.395, 0.792], [-5.179, 2.011, -0.457], [-5.979, 3.106, -0.727], [-6.837, 3.597, 0.244], [-6.886, 2.990, 1.487], [-6.081, 1.900, 1.762], [-6.133, 1.421, 2.729], [-7.556, 3.367, 2.246], [-7.464, 4.450, 0.031], [-5.933, 3.579, -1.697], [-4.499, 1.640, -1.211], [-4.792, -0.760, -0.769], [-3.330, -2.669, -0.319], [-1.480, -3.196, 2.863], [-1.922, -3.948, 1.319], [-0.197, -2.636, -0.214], [0.732, -3.717, -0.719], [1.604, -4.379, 0.131], [2.474, -5.335, -0.364], [2.483, -5.636, -1.715], [1.613, -4.979, -2.569], [0.742, -4.027, -2.073], [0.061, -3.518, -2.742], [1.612, -5.213, -3.624], [3.163, -6.381, -2.101], [3.148, -5.848, 0.308], [1.584, -4.146, 1.184], [0.373, -1.259, -0.498], [1.237, -0.658, -1.609], [2.289, -0.935, -1.619], [0.806, -0.758, -2.602], [0.829, 0.669, -0.915], [0.849, 1.989, -1.604], [0.300, 3.103, -0.976], [0.291, 4.334, -1.604], [0.828, 4.472, -2.872], [1.369, 3.370, -3.510], [1.376, 2.137, -2.882], [1.799, 1.282, -3.390], [1.786, 3.468, -4.502], [0.823, 5.434, -3.362], [-0.139, 5.189, -1.102], [-0.129, 3.002, 0.011], [-0.525, -0.021, -0.632], [-1.100, 0.308, 0.231], [-1.170, -0.062, -1.507], [-1.173, -2.756, -0.693], [0.881, -1.797, 2.740], [-0.412, -0.726, 2.158], [2.151, -1.504, 0.721], [2.843, 0.539, 2.763], [5.217, 1.074, 3.147]], "largest_force_ha_per_bohr": 0.009, "homo_energy_ev": -8.4}

=====

2.
{"formula": "C4H7N2OP", "method": "ωB97M-V with the def2-TZVPD basis set", "symbols": ["C", "C", "C", "C", "N", "N", "O", "P", "H", "H", "H", "H", "H", "H", "H"], "xyz": [[0.565, 0.287, 0.688], [-0.243, -0.858, 0.222], [1.805, -0.004, 0.118], [-2.409, 0.473, -0.408], [0.491, -1.678, -0.436], [2.963, 0.673, 0.199], [1.746, -1.192, -0.557], [-1.963, -1.070, 0.543], [0.178, 1.000, 1.321], [-1.931, 1.185, 0.245], [-3.529, 0.425, -0.569], [-2.040, 0.804, -1.454], [2.877, 1.592, 0.711], [3.772, 0.445, -0.252], [-2.282, -2.083, -0.369]], "largest_force_ha_per_bohr": 0.084, "homo_energy_ev": -8.4, "smiles": "CPc1cc(N)on1", "e_above_lowest_kj_mol": 278.72}

=====

3.
{"formula": "C6H8N5", "method": "ωB97M-V with the def2-TZVPD basis set", "symbols": ["C", "C", "C", "C", "C", "C", "N", "N", "N", "N", "N", "H", "H", "H", "H", "H", "H", "H", "H"], "xyz": [[2.981, -0.587, -0.412], [1.044, 2.237, 0.722], [0.813, -0.875, -1.496], [2.680, 0.547, 0.197], [-0.623, 0.455, 0.238], [-2.627, -0.971, 0.610], [2.035, -1.053, -1.249], [-0.131, 1.719, 0.666], [2.149, 1.605, 0.413], [-0.282, -0.303, -0.843], [-1.750, 0.143, 0.872], [3.904, -1.134, -0.353], [1.120, 3.267, 1.037], [0.477, -1.372, -2.401], [-3.395, -0.706, -0.123], [-2.073, -1.842, 0.262], [-3.128, -1.242, 1.537], [-1.131, -0.707, -1.233], [-2.062, 0.820, 1.556]], "largest_force_ha_per_bohr": 0.063, "homo_energy_ev": -12.4, "smiles": "C/[NH+]=C1/N=C\\N=C=C/N=C\\N1", "charge": 1, "e_above_lowest_kj_mol": 265.44}